1.
The following is a quantum chemistry calculation of a cluster of 2 separate species, C2H4O4S2 in total at a distorted geometry, from the OMol25 dataset.

Last column: Löwdin charge in e.
Positions of all 12 atoms, in Å:
C (1.99, -0.54, 1.38)  -0.24
C (-0.47, -0.68, -0.75)  -0.10
O (2.55, 1.76, -0.05)  -0.32
O (4.30, 0.14, -0.01)  -0.25
O (2.11, -0.58, -1.08)  -0.42
O (1.14, -2.69, -0.04)  -0.29
S (2.92, 0.43, 0.20)  0.53
S (1.15, -1.27, -0.05)  0.66
H (0.80, 1.58, 1.20)  0.21
H (-0.57, -1.48, -1.47)  0.05
H (-1.37, -0.71, -0.15)  0.07
H (-0.20, 0.31, -1.29)  0.11

## Properties
- Energy: -31990.1251 eV
- E_HOMO (alpha / beta): -10.22 / -10.18 eV
- ΔE to the lowest compared entry with this formula, charge and spin: 947.9 kJ/mol
- Orbital gap (alpha / beta): 9.14 / 7.99 eV

2.
The following is a quantum chemistry calculation of a structure of composition C12H18CuO12 at a distorted geometry, from the OMol25 dataset.

Last column: Löwdin spin population.
Positions of all 43 atoms, in Å:
Cu (14.51, -17.28, 3.91)  0.88
C (15.34, -13.35, 3.92)  0.00
C (14.00, -14.02, 4.12)  0.00
O (12.95, -13.40, 3.90)  0.00
O (14.09, -15.20, 4.59)  0.01
H (15.25, -12.36, 3.47)  0.00
H (16.09, -13.86, 3.31)  0.00
H (15.80, -13.22, 4.91)  0.00
C (13.03, -16.35, -0.23)  0.00
C (12.75, -16.25, 1.29)  0.00
O (13.52, -16.98, 1.97)  0.04
O (11.74, -15.66, 1.69)  0.00
H (12.41, -15.69, -0.85)  0.00
H (12.87, -17.39, -0.49)  0.00
H (14.06, -16.04, -0.45)  0.00
C (18.62, -16.44, 3.04)  0.00
C (17.20, -16.79, 3.45)  0.00
O (16.27, -16.54, 2.63)  0.01
O (16.89, -17.07, 4.63)  0.00
H (18.63, -15.37, 2.85)  0.00
H (18.75, -16.88, 2.04)  0.00
H (19.40, -16.79, 3.70)  0.00
C (16.21, -17.50, 7.62)  0.00
C (15.28, -18.52, 6.92)  0.00
O (15.30, -19.70, 7.33)  0.01
O (14.42, -18.04, 6.13)  0.03
H (17.26, -17.78, 7.42)  0.00
H (16.09, -17.41, 8.70)  0.00
H (16.16, -16.56, 7.06)  0.00
C (14.69, -21.61, 1.98)  0.00
C (14.72, -20.91, 3.37)  0.00
O (15.13, -19.72, 3.41)  0.00
O (14.28, -21.59, 4.32)  0.00
H (13.83, -21.20, 1.45)  0.00
H (14.66, -22.68, 2.17)  0.00
H (15.59, -21.33, 1.41)  0.00
C (10.83, -19.02, 2.58)  0.00
C (11.35, -19.18, 3.99)  0.00
O (12.30, -18.44, 4.34)  0.01
O (10.86, -20.11, 4.70)  0.00
H (9.74, -18.89, 2.59)  0.00
H (11.18, -19.82, 1.91)  0.00
H (11.21, -18.11, 2.11)  0.00

## Properties
- Energy: -81937.0838 eV
- Multiplicity: 2
- Net charge: -4
- E_HOMO (alpha / beta): 4.05 / 4.07 eV
- ΔE to the lowest compared entry with this formula, charge and spin: 22.5 kJ/mol
- Orbital gap (alpha / beta): 4.90 / 4.88 eV

Repeat the second record exactly.
The following is a quantum chemistry calculation of a structure of composition C12H18CuO12 at a distorted geometry, from the OMol25 dataset.

Last column: Löwdin spin population.
Positions of all 43 atoms, in Å:
Cu (14.51, -17.28, 3.91)  0.88
C (15.34, -13.35, 3.92)  0.00
C (14.00, -14.02, 4.12)  0.00
O (12.95, -13.40, 3.90)  0.00
O (14.09, -15.20, 4.59)  0.01
H (15.25, -12.36, 3.47)  0.00
H (16.09, -13.86, 3.31)  0.00
H (15.80, -13.22, 4.91)  0.00
C (13.03, -16.35, -0.23)  0.00
C (12.75, -16.25, 1.29)  0.00
O (13.52, -16.98, 1.97)  0.04
O (11.74, -15.66, 1.69)  0.00
H (12.41, -15.69, -0.85)  0.00
H (12.87, -17.39, -0.49)  0.00
H (14.06, -16.04, -0.45)  0.00
C (18.62, -16.44, 3.04)  0.00
C (17.20, -16.79, 3.45)  0.00
O (16.27, -16.54, 2.63)  0.01
O (16.89, -17.07, 4.63)  0.00
H (18.63, -15.37, 2.85)  0.00
H (18.75, -16.88, 2.04)  0.00
H (19.40, -16.79, 3.70)  0.00
C (16.21, -17.50, 7.62)  0.00
C (15.28, -18.52, 6.92)  0.00
O (15.30, -19.70, 7.33)  0.01
O (14.42, -18.04, 6.13)  0.03
H (17.26, -17.78, 7.42)  0.00
H (16.09, -17.41, 8.70)  0.00
H (16.16, -16.56, 7.06)  0.00
C (14.69, -21.61, 1.98)  0.00
C (14.72, -20.91, 3.37)  0.00
O (15.13, -19.72, 3.41)  0.00
O (14.28, -21.59, 4.32)  0.00
H (13.83, -21.20, 1.45)  0.00
H (14.66, -22.68, 2.17)  0.00
H (15.59, -21.33, 1.41)  0.00
C (10.83, -19.02, 2.58)  0.00
C (11.35, -19.18, 3.99)  0.00
O (12.30, -18.44, 4.34)  0.01
O (10.86, -20.11, 4.70)  0.00
H (9.74, -18.89, 2.59)  0.00
H (11.18, -19.82, 1.91)  0.00
H (11.21, -18.11, 2.11)  0.00

## Properties
- Energy: -81937.0838 eV
- Multiplicity: 2
- Net charge: -4
- E_HOMO (alpha / beta): 4.05 / 4.07 eV
- ΔE to the lowest compared entry with this formula, charge and spin: 22.5 kJ/mol
- Orbital gap (alpha / beta): 4.90 / 4.88 eV